# 1
ORCA calculation (the ωB97M-V functional and the def2-TZVPD basis) on a 2-piece molecular cluster, C2H3ClFN overall at a distorted geometry.

```
8
Properties=species:S:1:pos:R:3:forces:R:3:mulliken_charge:R:1
C 0.407 -0.264 -0.477 -0.551 0.028 -1.422 -0.179
C -1.189 0.992 0.555 1.255 0.604 2.123 0.391
N -0.794 0.139 -0.384 0.630 -0.614 -0.014 -0.326
F 0.562 1.786 1.299 -2.204 -0.807 -0.930 -0.634
Cl -2.197 2.325 0.060 0.969 -1.024 0.649 -0.064
H 0.721 -1.035 -1.170 -0.622 -0.336 -0.072 0.259
H 1.186 0.272 -0.022 0.843 0.785 1.122 0.288
H -1.290 0.499 1.581 -0.319 1.364 -1.456 0.266
```
Forces are in eV/Å.

Calculated values
* charge: 0
* electronic energy: -692.71660 Eh
* spin multiplicity: 1
* HOMO energy (spin up / spin down): -10.8 / -10.8 eV
* E_LUMO (spin up / spin down): -0.8 / -0.8 eV

---

# 2
ORCA calculation (the ωB97M-V functional and the def2-TZVPD basis) on a 2-piece molecular cluster, C2H3ClFNO2 overall at a distorted geometry.

```
10
Properties=species:S:1:pos:R:3:forces:R:3:mulliken_charge:R:1
C 0.150 0.135 0.598 -1.340 0.615 0.333 -0.536
C -1.031 -0.167 0.019 1.509 -1.939 -0.187 0.340
N -2.231 0.642 0.005 -2.107 1.741 0.492 0.872
O -2.126 1.748 0.590 -0.157 -2.163 -1.254 -0.528
O -3.275 0.212 -0.517 2.467 0.663 0.958 -0.497
F -1.219 -1.397 -0.595 0.133 2.163 0.873 -0.212
Cl 3.863 -0.244 -0.887 1.489 -2.032 -0.094 -0.270
H 0.889 -0.685 0.530 -0.250 0.889 0.153 0.291
H 0.297 1.111 1.200 -0.235 -1.968 -1.377 0.268
H 4.684 -1.355 -0.942 -1.510 2.032 0.103 0.272
```
Forces are in eV/Å.

Calculated values
* charge: 0
* electronic energy: -843.15214 Eh
* SMILES string: C=C(F)[N+](=O)[O-].Cl
* spin multiplicity: 1
* HOMO energy: -11.2 eV
* E_LUMO: -1.2 eV

---

# 3
ORCA calculation (the ωB97M-V functional and the def2-TZVPD basis) on one molecule with the formula C2H3ClFNO3 at a distorted geometry.

```
11
Properties=species:S:1:pos:R:3:forces:R:3:mulliken_charge:R:1
C -0.128 -0.906 1.039 -2.223 0.345 -2.107 -0.305
C 0.184 0.285 0.089 1.090 1.727 0.191 0.504
N -0.499 0.240 -1.322 -1.914 -1.210 2.949 0.912
O -1.623 -0.199 -1.341 -0.240 -0.333 -0.156 -0.524
O 0.095 0.707 -2.211 1.809 1.174 -2.367 -0.597
O 1.536 0.432 -0.133 -1.404 -0.572 1.284 -0.447
F -0.184 -0.541 2.336 -0.932 0.689 0.633 -0.255
Cl -0.687 1.892 0.768 1.063 -1.632 -0.588 -0.191
H -1.100 -1.384 0.576 1.676 0.845 1.520 0.275
H 0.683 -1.559 1.058 1.371 -1.348 -0.990 0.261
H 1.723 1.032 -0.860 -0.297 0.315 -0.369 0.365
```
Forces are in eV/Å.

Calculated values
* charge: 0
* electronic energy: -918.41696 Eh
* SMILES string: O=[N+]([O-])[C@@](O)(Cl)CF
* spin multiplicity: 1
* HOMO energy: -11.5 eV
* E_LUMO: -0.6 eV

---

# 4
ORCA calculation (the ωB97M-V functional and the def2-TZVPD basis) on one molecule with the formula C2H3ClFNOS at a distorted geometry.

```
10
Properties=species:S:1:pos:R:3:forces:R:3:mulliken_charge:R:1
C 1.975 -1.817 -0.077 -4.551 2.021 1.488 0.600
C 0.236 0.108 -0.046 0.777 0.641 0.743 -0.803
N 1.610 -0.364 -0.235 -0.129 -4.310 0.402 0.014
O 1.226 -2.622 0.415 1.166 1.185 -0.748 -0.473
F 3.110 -2.088 -0.572 1.983 -0.389 -0.673 -0.182
S 2.701 0.650 -0.803 0.688 0.254 -2.713 0.059
Cl 3.335 1.618 0.755 0.899 1.219 2.047 -0.152
H -0.040 0.206 1.017 0.509 0.762 -0.352 0.261
H 0.236 0.988 -0.698 -0.536 0.274 0.871 0.323
H -0.522 -0.520 -0.389 -0.806 -1.658 -1.065 0.355
```
Forces are in eV/Å.

Calculated values
* charge: 0
* electronic energy: -1166.23146 Eh
* SMILES string: CN(SCl)C(=O)F
* spin multiplicity: 1
* HOMO energy: -9.2 eV
* E_LUMO: 0.5 eV

---

# 5
ORCA calculation (the ωB97M-V functional and the def2-TZVPD basis) on a 2-piece molecular cluster, C2H3ClN2 overall at a distorted geometry.

```
8
Properties=species:S:1:pos:R:3:forces:R:3:mulliken_charge:R:1
C -1.271 1.063 -0.188 0.086 1.686 -0.824 0.203
C -1.434 -0.388 -0.144 -0.121 2.041 1.426 0.049
N -1.172 2.215 -0.284 -0.116 -1.452 0.258 -0.338
N -2.495 -0.902 0.261 -1.381 -1.305 0.266 -0.473
Cl 2.410 0.889 -0.207 0.548 0.472 -0.024 -0.250
H -0.504 -0.903 -0.164 0.479 -0.930 -0.604 0.287
H 3.333 1.808 -0.254 -0.535 -0.496 0.025 0.251
H -3.321 -0.309 0.466 1.040 -0.015 -0.523 0.271
```
Forces are in eV/Å.

Calculated values
* charge: 0
* electronic energy: -647.66532 Eh
* SMILES string: [H]/N=C\C#N.Cl
* spin multiplicity: 1
* HOMO energy: -11.1 eV
* E_LUMO: -0.1 eV

---

# 6
ORCA calculation (the ωB97M-V functional and the def2-TZVPD basis) on C2H3ClN2 as an isolated structure at a distorted geometry.

```
8
Properties=species:S:1:pos:R:3:forces:R:3:mulliken_charge:R:1
C 2.348 0.395 -0.099 -0.284 -0.779 0.711 0.436
C -1.713 -0.122 -0.117 -1.399 -4.054 2.478 -0.707
N 2.946 1.354 -0.263 1.096 2.138 -0.690 -0.379
N 1.859 -0.769 0.214 -0.290 -1.347 -0.873 -0.372
Cl 0.287 -0.697 0.703 -1.629 0.044 1.067 0.107
H -2.028 0.392 0.759 -0.121 0.222 0.738 0.322
H -2.347 -1.022 -0.386 1.233 1.126 0.225 0.293
H -1.352 0.470 -0.812 1.394 2.650 -3.656 0.301
```
Forces are in eV/Å.

Calculated values
* charge: 0
* electronic energy: -647.50678 Eh
* spin multiplicity: 1
* HOMO energy (spin up / spin down): -9.6 / -8.9 eV
* E_LUMO (spin up / spin down): -1.6 / -2.3 eV

---

# 7
ORCA calculation (the ωB97M-V functional and the def2-TZVPD basis) on a 2-piece molecular cluster, C2H3ClN2O overall at a distorted geometry.

```
9
Properties=species:S:1:pos:R:3:forces:R:3:mulliken_charge:R:1
C 2.322 1.449 -0.148 1.830 1.813 0.334 0.489
C 0.339 -0.582 0.836 -1.053 -1.070 3.974 -0.221
N 1.262 0.972 -0.396 -0.065 0.782 -0.284 0.075
N 0.523 -0.121 -0.281 -0.645 -1.125 -3.568 -0.392
O 3.279 2.132 -0.015 -0.833 -1.094 -0.125 -0.452
Cl -1.713 2.199 0.005 -1.506 0.490 1.704 -0.237
H -0.339 -1.454 1.070 0.944 0.983 -0.775 0.246
H 0.762 -0.017 1.670 -0.022 -0.413 0.418 0.251
H -0.963 2.001 -0.938 1.350 -0.365 -1.678 0.242
```
Forces are in eV/Å.

Calculated values
* charge: 0
* electronic energy: -722.87787 Eh
* SMILES string: C=NN=C=O.Cl
* spin multiplicity: 1
* HOMO energy: -10.2 eV
* E_LUMO: 0.4 eV

---

# 8
ORCA calculation (the ωB97M-V functional and the def2-TZVPD basis) on a 2-piece molecular cluster, C2H3ClN2O overall at a distorted geometry.

```
9
Properties=species:S:1:pos:R:3:forces:R:3:mulliken_charge:R:1
C 0.636 2.845 -0.388 -0.718 -2.209 0.644 0.464
C -1.172 0.281 1.376 1.386 2.430 -2.210 -0.262
N -0.034 1.958 0.076 -1.900 -1.021 0.339 -0.060
N -0.211 1.114 1.152 1.210 -0.122 1.527 -0.329
O 1.197 3.569 -1.093 0.647 1.322 -0.356 -0.399
Cl 1.421 -4.416 -2.515 -0.055 -0.212 0.256 -0.244
H -1.082 -0.321 2.262 -0.019 -0.025 0.165 0.277
H -1.983 0.212 0.674 -0.606 -0.375 -0.111 0.309
H 1.228 -5.241 -1.543 0.054 0.212 -0.255 0.243
```
Forces are in eV/Å.

Calculated values
* charge: 0
* electronic energy: -722.87698 Eh
* SMILES string: C=NN=C=O.Cl
* spin multiplicity: 1
* HOMO energy: -9.5 eV
* E_LUMO: 0.6 eV

---

# 9
ORCA calculation (the ωB97M-V functional and the def2-TZVPD basis) on a 2-piece molecular cluster, C2H3ClN2O overall at a distorted geometry.

```
9
Properties=species:S:1:pos:R:3:forces:R:3:mulliken_charge:R:1
C 0.177 0.673 0.579 -0.552 0.612 0.143 -0.086
C 0.274 -1.266 -1.134 0.393 -0.401 -1.344 0.613
N -0.972 1.193 0.943 0.165 1.008 -1.144 -0.264
N 1.426 -1.209 -1.419 1.481 -0.589 0.237 -0.461
O -0.825 -1.549 -0.964 -2.106 -0.176 0.980 -0.404
Cl 0.821 -0.279 1.872 0.114 -0.227 0.402 -0.142
H -1.409 1.139 1.847 -0.081 -0.240 0.430 0.198
H -1.385 1.859 0.274 0.206 -0.716 0.581 0.269
H 1.891 -0.561 -1.997 0.380 0.729 -0.284 0.277
```
Forces are in eV/Å.

Calculated values
* charge: 0
* electronic energy: -722.89438 Eh
* spin multiplicity: 1
* HOMO energy: -9.2 eV
* E_LUMO: 0.8 eV

---

# 10
ORCA calculation (the ωB97M-V functional and the def2-TZVPD basis) on a 2-piece molecular cluster, C2H3ClN3O overall at a distorted geometry.

```
10
Properties=species:S:1:pos:R:3:forces:R:3:mulliken_charge:R:1
C 0.150 1.142 -0.130 1.731 -0.999 -0.859 -0.297
C -1.059 1.245 0.199 -1.880 -2.636 0.744 -0.291
N 0.642 -0.268 -0.560 2.315 1.507 0.849 0.064
N -1.306 -1.093 0.040 0.654 2.981 0.324 0.376
N -0.148 -1.245 -0.375 -2.269 -2.125 -0.125 -0.307
O -2.256 -1.855 0.059 -0.487 -0.418 -0.040 -0.639
Cl 3.439 -0.657 0.333 0.118 -0.099 0.183 -0.817
H 0.893 1.928 -0.263 0.140 -0.626 0.093 0.347
H -1.924 1.472 0.768 -0.231 0.550 -0.169 0.372
H 1.571 -0.668 -0.072 -0.091 1.864 -0.999 0.192
```
Forces are in eV/Å.

Calculated values
* charge: -1
* electronic energy: -777.56596 Eh
* spin multiplicity: 1
* HOMO energy: -4.5 eV
* E_LUMO: 3.1 eV

---

# 11
ORCA calculation (the ωB97M-V functional and the def2-TZVPD basis) on an isolated ion of composition C2H3ClNO2 and charge -1 at a distorted geometry.

```
9
Properties=species:S:1:pos:R:3:forces:R:3:mulliken_charge:R:1
C -0.157 0.818 1.163 0.840 -1.467 -0.715 0.611
C 0.413 -0.616 -0.942 -0.178 1.617 4.480 -0.324
N -0.102 -0.601 0.586 3.437 1.819 -2.824 -0.451
O -1.014 0.916 2.029 -1.173 0.107 1.143 -0.731
O 0.631 1.610 0.686 1.253 1.188 -0.492 -0.681
Cl -0.391 0.577 -2.001 -0.086 0.182 -0.318 -0.238
H 1.523 -0.417 -0.940 -1.484 -0.131 0.108 0.224
H 0.143 -1.536 -1.333 -0.202 -1.839 -0.711 0.339
H -1.045 -0.752 0.752 -2.407 -1.477 -0.670 0.249
```
Forces are in eV/Å.

Calculated values
* charge: -1
* electronic energy: -743.49352 Eh
* SMILES string: O=C([O-])NCCl
* spin multiplicity: 1
* HOMO energy: -4.4 eV
* E_LUMO: 3.7 eV

---

# 12
ORCA calculation (the ωB97M-V functional and the def2-TZVPD basis) on one molecule with the formula C2H3ClNOP at a distorted geometry.

```
9
Properties=species:S:1:pos:R:3:forces:R:3:mulliken_charge:R:1
C -1.267 -1.035 -0.252 3.711 1.593 0.021 0.089
C 0.230 1.144 0.276 -1.111 -1.375 -0.450 -0.899
N -2.356 -1.413 -0.367 -2.033 -1.033 -0.052 -0.420
O 1.116 -1.395 1.054 3.111 -1.805 5.676 -0.173
P 0.476 -0.646 -0.044 -6.736 0.571 -3.890 0.554
Cl 1.225 -0.854 -1.804 1.003 0.374 -2.512 -0.172
H 1.126 1.574 0.517 2.605 1.625 -0.317 0.409
H -0.343 1.486 -0.645 0.743 -0.096 1.635 0.283
H -0.205 1.140 1.266 -1.293 0.146 -0.111 0.328
```
Forces are in eV/Å.

Calculated values
* charge: 0
* electronic energy: -1009.34262 Eh
* spin multiplicity: 3
* ⟨S²⟩: 2.0113
* HOMO energy (spin up / spin down): -4.9 / -11.4 eV
* E_LUMO (spin up / spin down): 0.4 / -5.2 eV